Record 1
Computed, not measured: a 7-piece molecular cluster, C35H67F2NO18 overall, with ωB97M-V/def2-TZVPD.

For the HOMO energy, the calculation gives -9.51 eV. Its charge is 0. Its HOMO-LUMO gap is 9.67 eV. The calculation puts the LUMO energy at 0.16 eV. As for the SMILES: O=C1OC[C@@H](F)O1.O=C1OC[C@@H](F)O1.COCCOCCOC.COCCOCCOC.COCCOCCOC.COCCOCCOC.c1ccncc1.

CARTESIAN COORDINATES (ANGSTROEM)
O -0.517 -5.253 -2.259
C -1.069 -4.162 -2.480
O -1.966 -3.994 -3.401
C -2.334 -2.646 -3.542
C -1.854 -2.052 -2.302
F -2.946 -1.872 -1.443
O -1.003 -2.999 -1.807
H -1.957 -2.093 -4.402
H -3.415 -2.586 -3.667
H -1.459 -1.060 -2.521
O 3.574 2.098 -3.978
C 4.030 1.361 -3.143
O 4.350 0.108 -3.361
C 4.351 -0.640 -2.141
C 4.781 0.527 -1.173
F 6.070 0.594 -1.096
O 4.326 1.672 -1.833
H 3.372 -1.068 -1.929
H 5.056 -1.469 -2.072
H 4.390 0.482 -0.157
C 6.035 -3.463 -4.587
O 4.719 -3.202 -4.109
C 4.045 -4.447 -4.008
C 2.971 -4.363 -2.902
O 3.567 -4.029 -1.612
C 2.668 -4.213 -0.490
C 3.255 -3.672 0.823
O 3.391 -2.268 0.659
C 3.936 -1.610 1.802
H 6.386 -4.360 -4.077
H 6.621 -2.573 -4.361
H 6.028 -3.733 -5.643
H 4.709 -5.244 -3.673
H 3.683 -4.880 -4.940
H 2.557 -5.368 -2.816
H 2.102 -3.725 -3.062
H 2.603 -5.299 -0.418
H 1.683 -3.799 -0.710
H 4.236 -4.086 1.056
H 2.550 -3.958 1.604
H 4.034 -2.308 2.634
H 3.407 -0.725 2.154
H 4.924 -1.212 1.571
C -1.988 6.602 -0.726
O -2.236 6.603 0.682
C -1.995 5.360 1.263
C -3.145 4.401 0.964
O -2.827 3.870 -0.287
C -3.928 3.579 -1.086
C -3.327 3.145 -2.456
O -2.159 3.920 -2.848
C -1.624 3.396 -4.032
H -2.079 7.626 -1.090
H -2.765 6.003 -1.201
H -1.060 6.172 -1.104
H -1.838 5.503 2.332
H -1.068 4.939 0.873
H -4.075 4.968 0.913
H -3.134 3.614 1.719
H -4.492 4.507 -1.176
H -4.570 2.779 -0.717
H -4.123 3.212 -3.198
H -3.031 2.097 -2.411
H -0.827 4.065 -4.357
H -2.399 3.224 -4.779
H -1.148 2.452 -3.769
C 0.705 -0.114 3.716
O 1.389 1.086 4.021
C 1.911 1.809 2.901
C 2.694 3.102 3.256
O 3.062 3.873 2.125
C 1.971 4.563 1.517
C 2.285 5.914 0.868
O 3.420 5.930 -0.013
C 3.417 5.005 -1.073
H 0.378 -0.513 4.676
H 1.349 -0.885 3.293
H -0.130 0.041 3.032
H 1.068 2.031 2.246
H 2.521 1.120 2.317
H 3.628 2.756 3.699
H 2.239 3.781 3.977
H 1.105 4.761 2.149
H 1.517 3.891 0.788
H 2.567 6.581 1.683
H 1.349 6.289 0.455
H 2.561 5.175 -1.726
H 3.437 3.956 -0.777
H 4.249 5.275 -1.723
C -6.240 -6.854 2.302
O -5.456 -5.690 2.157
C -6.252 -4.548 2.488
C -5.348 -3.444 2.989
O -4.697 -2.886 1.868
C -4.009 -1.665 2.116
C -2.889 -1.651 3.126
O -3.255 -2.163 4.351
C -2.398 -1.781 5.398
H -5.633 -7.703 1.987
H -7.113 -6.799 1.651
H -6.653 -7.052 3.290
H -6.931 -4.660 3.333
H -6.874 -4.160 1.681
H -4.713 -3.920 3.736
H -5.965 -2.710 3.507
H -4.807 -0.944 2.295
H -3.538 -1.340 1.188
H -2.457 -0.658 3.252
H -2.055 -2.234 2.735
H -1.820 -0.888 5.160
H -1.692 -2.561 5.683
H -3.068 -1.608 6.240
C -1.188 1.031 -0.166
C -0.778 -0.194 0.326
C 0.580 -0.474 0.168
N 1.465 0.334 -0.516
C 1.017 1.507 -0.973
C -0.331 1.893 -0.865
H -2.216 1.358 -0.113
H -1.379 -0.977 0.765
H 0.942 -1.442 0.481
H 1.682 2.151 -1.529
H -0.669 2.857 -1.215

Record 2
Computed, not measured: a 2-piece molecular cluster, CH2ClFOS overall, with ωB97M-V/def2-TZVPD.

For the HOMO energy (alpha / beta), the calculation gives -9.14 / -9.07 eV. Its charge is 0. Its HOMO-LUMO gap (alpha / beta) is 5.27 / 5.21 eV. The calculation puts the LUMO energy (alpha / beta) at -3.87 / -3.86 eV. The relative energy (zero: lowest compared OMol25 entry of this formula, charge and spin) comes out at 76.5 kcal/mol.

CARTESIAN COORDINATES (ANGSTROEM)
C -1.026 0.043 0.281
O -0.247 -0.814 -0.244
F -0.958 1.317 -0.318
S 2.534 -1.184 -0.273
Cl 2.765 0.614 -0.887
H -2.047 -0.170 0.047
H -1.021 0.194 1.395

Record 3
Computed, not measured: one molecule with the formula CH3NOS2, with ωB97M-V/def2-TZVPD.

For the HOMO energy (alpha / beta), the calculation gives -7.69 / -9.00 eV. Its charge is 0. Its HOMO-LUMO gap (alpha / beta) is 5.49 / 8.12 eV. The calculation puts the LUMO energy (alpha / beta) at -2.20 / -0.88 eV. The relative energy (zero: lowest compared OMol25 entry of this formula, charge and spin) comes out at 52.2 kcal/mol.

CARTESIAN COORDINATES (ANGSTROEM)
C -0.366 -0.753 -0.683
N 0.356 -0.085 0.480
O 0.801 1.993 1.846
S -1.615 0.304 -1.422
S -0.020 1.507 0.796
H 0.383 -0.607 -1.481
H -0.701 -1.767 -0.340
H 1.162 -0.591 0.805

Record 4
Computed, not measured: one molecule with the formula C6H12N2, with ωB97M-V/def2-TZVPD.

For the HOMO energy, the calculation gives -8.61 eV. Its charge is 0. Its HOMO-LUMO gap is 9.56 eV. The calculation puts the LUMO energy at 0.94 eV. As for the SMILES: NCC/C=C\[C@@H]1CN1. The relative energy (zero: lowest compared OMol25 entry of this formula, charge and spin) comes out at 162.8 kcal/mol.

CARTESIAN COORDINATES (ANGSTROEM)
N 0.468 0.959 -1.481
C 1.528 1.742 -0.545
C 1.135 1.125 0.797
C 1.407 -0.438 0.669
C 0.337 -1.329 0.489
C -1.011 -1.221 0.757
C -2.193 -1.409 -0.217
N -1.726 -0.017 0.124
H 0.003 1.963 -1.332
H 0.537 0.658 -2.426
H 1.317 3.007 -0.540
H 2.490 1.381 -0.863
H 1.637 1.488 1.788
H 0.090 1.494 1.344
H 2.317 -0.833 0.224
H 0.850 -2.345 -0.143
H -1.401 -1.372 1.774
H -3.127 -1.693 -0.038
H -1.834 -1.546 -1.349
H -1.291 0.388 -0.635

Record 5
Computed, not measured: a 2-piece molecular cluster, C9H20ClN overall, with ωB97M-V/def2-TZVPD.

For the HOMO energy, the calculation gives -7.35 eV. Its charge is 0. Its HOMO-LUMO gap is 7.75 eV. The calculation puts the LUMO energy at 0.39 eV. The relative energy (zero: lowest compared OMol25 entry of this formula, charge and spin) comes out at 38.7 kcal/mol.

CARTESIAN COORDINATES (ANGSTROEM)
C 1.904 -3.315 -1.962
C 1.757 -1.802 -1.755
C 0.838 -1.373 -0.568
C 0.897 0.209 -0.349
N -0.319 0.667 0.484
C -0.258 2.195 0.661
C -1.771 2.670 0.660
C -2.612 1.457 0.502
C -1.701 0.369 -0.196
C -0.173 -0.027 1.911
H 2.666 -3.637 -2.673
H 0.960 -3.794 -2.221
H 2.297 -3.708 -1.025
H 1.366 -1.370 -2.676
H 2.763 -1.416 -1.591
H 1.191 -1.823 0.360
H -0.168 -1.671 -0.862
H 0.866 0.666 -1.338
H 1.791 0.545 0.176
H 0.329 2.430 1.549
H 0.204 2.570 -0.252
H -1.986 3.279 1.538
H -1.876 3.263 -0.249
H -2.913 1.100 1.487
H -3.528 1.542 -0.083
H -1.928 -0.695 -0.122
H -1.559 0.527 -1.265
H -0.640 -1.001 2.056
H -0.706 0.618 2.610
H 0.850 -0.113 2.277
Cl 1.460 1.638 2.917

Record 6
Computed, not measured: an isolated ion of composition C5H4N3O2 and charge +1, with ωB97M-V/def2-TZVPD.

For the HOMO energy (alpha / beta), the calculation gives -13.70 / -13.70 eV. Its charge is +1. Its HOMO-LUMO gap (alpha / beta) is 7.48 / 7.48 eV. The calculation puts the LUMO energy (alpha / beta) at -6.22 / -6.22 eV. As for the SMILES: O=[n+]1ncn2ccocc1-2. The relative energy (zero: lowest compared OMol25 entry of this formula, charge and spin) comes out at 12.0 kcal/mol.

CARTESIAN COORDINATES (ANGSTROEM)
O 1.707 2.634 0.020
N 0.930 1.843 -0.418
N 0.244 1.896 -1.510
C -0.531 0.833 -1.629
N -0.398 -0.007 -0.606
C -0.953 -1.228 -0.251
C -0.565 -1.790 0.907
O 0.340 -1.232 1.752
C 0.888 -0.075 1.429
C 0.544 0.535 0.278
H -1.192 0.692 -2.465
H -1.667 -1.681 -0.921
H -0.945 -2.735 1.265
H 1.598 0.315 2.150

The following maximum force values (in eV Å⁻¹) correspond, in order, to the records above: 4.34; 2.95; 3.38; 9.03; 3.75; 4.02.